C2H3BrO3S in the gas phase at a distorted geometry, computed with the ωB97M-V functional and the def2-TZVPD basis.

CARTESIAN COORDINATES (ANGSTROEM)
C: 0.148 -0.192 0.656
C: -1.110 -0.237 -0.336
O: -0.875 -2.797 -1.194
O: -1.812 -2.476 1.091
O: 0.514 -1.517 0.562
S: -0.976 -2.036 0.015
Br: -2.570 0.782 -0.050
H: 1.117 0.317 0.408
H: -0.219 -0.014 1.757
H: -0.790 -0.272 -1.508

Its orbital gap is 11.50 eV. Its charge is 0. As for the HOMO energy: -0.4024 Ha. The value obtained for the energy relative to the best compared isomer or geometry (same formula, charge and spin) is 0.9519 eV. As for the multiplicity: 1.

The molecule's natural (NBO) atomic charges, reported in e, are given here:
1. C -0.11
2. C -0.65
3. O -0.88
4. O -0.88
5. O -0.67
6. S 2.31
7. Br 0.17
8. H 0.23
9. H 0.20
10. H 0.28